Molecular formula: C33H45BI2N4O7P
Method: DFT, wB97M-V/def2-TZVPD

Each line ends with the Löwdin charge.
Geometry (Å):
C -1.968911 0.862612 -1.963800  -0.082
C -1.741383 -0.550277 -2.444739  -0.282
O -0.718757 -1.231020 -1.712632  -0.224
P 0.800377 -0.815866 -2.042208  0.496
O 0.950851 -0.260112 -3.386433  -0.241
C 1.214662 0.325194 -0.703724  -0.169
C 2.119365 1.519619 -1.070893  -0.089
C 3.608933 1.691061 -0.578364  -0.489
C 3.636411 2.895055 0.343964  -0.163
C 2.841044 2.747424 1.648714  -0.177
C 1.979951 3.939628 1.987995  -0.261
O 0.867596 4.046459 1.098071  -0.069
O 4.344717 1.998177 -1.735290  -0.114
B 4.742425 0.678001 -2.354425  -0.544
O 4.510519 -0.304140 -1.177061  -0.054
C 4.391013 0.435327 -0.112070  -0.625
I 6.533129 1.268223 0.394529  0.770
C 4.067665 -0.281134 1.215510  -0.220
C 3.686919 -1.718999 1.117882  -0.742
O 4.231405 -2.570958 0.561197  0.095
I 1.935827 -2.257127 2.405791  0.814
O 1.586130 -2.176561 -1.835966  -0.196
C 0.866619 -3.420403 -1.714732  -0.258
C 1.879166 -4.562126 -1.731837  -0.057
H -2.849484 1.287962 -2.428638  0.060
H -2.119980 0.855626 -0.888934  0.080
H -1.092545 1.463757 -2.182854  0.073
H -1.551782 -0.573692 -3.511191  0.108
H -2.647887 -1.125998 -2.273761  0.113
H 1.525504 -0.205778 0.183788  0.034
H 0.233109 0.726039 -0.467737  0.073
H 2.084348 1.658362 -2.141743  0.112
H 1.611387 2.373733 -0.637934  0.088
H 4.656137 3.174303 0.577135  0.032
H 3.223346 3.726485 -0.220444  0.125
H 3.488298 2.526424 2.494193  0.116
H 2.157892 1.904200 1.554769  0.102
H 2.551407 4.864603 1.963292  0.115
H 1.606590 3.818799 3.004554  0.111
H 0.065517 3.936883 1.606756  0.075
H 3.969739 0.367063 -3.260407  0.071
H 5.882777 0.649088 -2.775708  0.051
H 4.969654 -0.322735 1.816560  0.050
H 3.332213 0.250036 1.798365  0.056
H 0.192079 -3.535091 -2.555382  0.110
H 0.297211 -3.425832 -0.793668  0.102
H 2.056772 -4.912101 -0.723066  0.065
H 1.540792 -5.376320 -2.360200  0.060
H 2.812186 -4.154213 -2.096522  0.081
N 0.222401 -8.649947 -1.414766  0.057
C -0.523931 -9.176157 -2.381169  -0.162
C -0.015026 -9.610003 -3.596189  -0.081
C 1.346710 -9.488563 -3.819799  -0.087
C 2.137555 -8.942186 -2.823435  -0.074
C 1.528000 -8.540765 -1.643528  -0.160
H -1.585138 -9.250374 -2.169020  0.100
H -0.671434 -10.029716 -4.346099  0.097
H 1.783624 -9.812136 -4.755729  0.102
H 3.204036 -8.823981 -2.954796  0.102
H 2.111458 -8.105005 -0.840366  0.105
N -1.196639 -4.312449 5.281445  0.056
C -1.512200 -4.683983 6.518761  -0.166
C -0.664624 -4.536643 7.606415  -0.085
C 0.583699 -3.973111 7.395592  -0.087
C 0.928231 -3.582303 6.113131  -0.075
C 0.005024 -3.772400 5.095388  -0.184
H -2.496836 -5.122711 6.642154  0.098
H -0.977166 -4.856031 8.591355  0.095
H 1.275934 -3.841104 8.217401  0.102
H 1.890544 -3.138752 5.896919  0.090
H 0.251406 -3.472272 4.079930  -0.034
N -4.010881 3.981851 -1.903493  0.059
C -4.882949 3.852784 -2.898914  -0.153
C -5.080711 4.817014 -3.876049  -0.072
C -4.328792 5.978709 -3.815511  -0.078
C -3.414399 6.126129 -2.785804  -0.077
C -3.295383 5.101563 -1.858429  -0.173
H -5.449294 2.927736 -2.912385  0.104
H -5.802924 4.656735 -4.664456  0.099
H -4.450535 6.754350 -4.560423  0.104
H -2.802916 7.014377 -2.701652  0.104
H -2.588112 5.172799 -1.038935  0.111
N -5.799110 5.604975 2.088478  0.056
C -5.844757 6.564418 3.007532  -0.163
C -5.239738 7.802943 2.857570  -0.081
C -4.546968 8.057121 1.685672  -0.083
C -4.488078 7.068040 0.717680  -0.068
C -5.128792 5.861251 0.966461  -0.142
H -6.395018 6.325153 3.911361  0.100
H -5.311346 8.546077 3.639918  0.097
H -4.060081 9.011264 1.529178  0.103
H -3.957719 7.225633 -0.209455  0.080
H -5.108077 5.060009 0.237361  0.087

Cartesian forces (eV/Å) of the 2 atoms listed first:
C 0.4 -0.3 0.2
C -0.8 -0.1 0.1

Properties
* net charge: -1
* M: 905.338 g mol⁻¹
* LUMO level: 1.96 eV
* HOMO energy: -4.7 eV



Molecular formula: C4H7NO2S3
Method: DFT, wB97M-V/def2-TZVPD

Each line ends with the natural charge from an NBO analysis.
Geometry (Å):
C 0.306022 0.532507 -1.456562  -0.084
C 0.358748 0.684125 -0.165639  -0.432
C -2.427403 0.832595 -0.269613  -0.732
C 1.064844 0.562764 2.534934  -0.744
N 1.313699 -2.402859 -1.717386  0.405
O 0.254632 -2.303035 -1.153440  -0.393
O 1.959797 -3.400227 -1.895283  -0.375
S 2.026696 -0.949594 -2.363315  0.139
S -1.010845 1.587488 0.573848  0.270
S 1.648746 0.114882 0.875450  0.328
H -0.289300 0.746567 -2.306681  0.224
H -2.262957 -0.235878 -0.354736  0.242
H -2.574759 1.282804 -1.243382  0.215
H -3.285868 1.037480 0.361457  0.237
H 1.072712 1.644108 2.653317  0.224
H 1.773158 0.108445 3.224484  0.240
H 0.072079 0.157828 2.702548  0.236

Cartesian forces (eV/Å) of the 2 atoms listed first:
C 2.7 -2.1 -1.3
C -0.4 0.5 0.6

Properties
* M: 197.306 g mol⁻¹
* relative energy (zero: lowest compared OMol25 entry of this formula, charge and spin): 111.15 kcal/mol
* LUMO level: -0.88 eV
* HOMO energy: -8.9 eV



Molecular formula: C16H31NOP2Sr
Method: DFT, wB97M-V/def2-TZVPD

Each line ends with the Löwdin charge.
Geometry (Å):
P 0.247756 -1.830328 -1.467780  0.911
P 0.256326 2.071064 -0.995237  0.907
C 0.106368 -0.332277 -2.508678  -0.324
C 0.968990 0.867084 -2.119375  -0.377
H -0.944981 -0.027679 -2.670825  0.093
H 0.444955 -0.675085 -3.502208  0.087
H 1.948500 0.561985 -1.715425  0.064
H 1.157266 1.442630 -3.040914  0.079
C -0.542957 3.131344 -2.262232  -0.190
H -0.978249 4.058881 -1.869787  0.060
H -1.342127 2.543732 -2.727575  0.052
H 0.222008 3.369628 -3.039682  0.055
C 1.541471 2.964371 -0.154980  -0.200
H 1.792499 3.784466 -0.823271  0.048
H 2.407215 2.289140 -0.034703  0.025
H 1.213769 3.373186 0.816408  0.074
C -0.853156 -3.080976 -2.157819  -0.205
H -0.914475 -3.903800 -1.438339  0.058
H -0.546098 -3.498056 -3.125331  0.048
H -1.862996 -2.664286 -2.275603  0.063
C 1.948846 -2.398760 -1.229941  -0.198
H 2.644794 -1.558014 -1.051316  0.019
H 2.323114 -2.953001 -2.107519  0.052
H 1.962671 -3.083326 -0.347543  0.071
Sr 3.423719 -0.059325 1.730097  1.305
C -1.114469 1.796630 0.319301  -0.436
C -2.443990 1.437261 -0.021163  -0.267
C -2.844347 0.121533 -0.409059  -0.256
C -2.956027 -0.762344 0.883676  -0.259
C -1.895906 -1.750739 0.957125  -0.180
C -0.599778 -1.606035 0.314408  -0.432
C 0.249697 -0.408291 0.821679  -0.310
C -0.363670 0.850429 1.382242  -0.181
C 1.847300 -1.792345 2.996468  -0.327
H -1.237118 2.800907 0.806820  0.126
H -3.238362 2.261179 -0.083411  0.089
H -2.160028 -0.377763 -1.133528  0.067
H -3.846145 0.127609 -0.836908  0.096
H -2.957649 -0.153958 1.806398  0.100
H -3.963079 -1.212159 0.847101  0.092
H -1.952232 -2.564760 1.728250  0.086
H -0.079285 -2.571206 0.536378  0.070
H 1.018922 -0.111327 0.063014  0.020
H 0.785476 -0.799724 1.699361  -0.010
H -0.950596 0.629211 2.291746  0.130
H 0.477301 1.465964 1.790236  0.069
H 2.583805 -2.288696 3.651279  -0.071
H 1.306686 -2.539164 2.372121  -0.053
H 1.101307 -1.194382 3.583945  -0.019
O 1.813077 1.525674 5.719805  0.040
C 2.196419 1.398011 4.594139  -0.561
N 2.597459 1.325898 3.438141  -0.198

Cartesian forces (eV/Å) of the 2 atoms listed first:
P -2.6 0.7 0.1
P -1.6 0.4 -0.5

Properties
* M: 402.998 g mol⁻¹
* relative energy (zero: lowest compared OMol25 entry of this formula, charge and spin): 90.31 kcal/mol
* LUMO level (spin up / spin down): -1.43 / -1.43 eV
* HOMO energy (spin up / spin down): -4.6 / -4.6 eV



Molecular formula: C2H3N3O2
Method: DFT, wB97M-V/def2-TZVPD

Each line ends with the natural charge from an NBO analysis.
Geometry (Å):
C 0.137751 0.301506 -0.049278  0.233
C 1.254743 -0.668221 0.196953  0.210
H -1.189930 -0.872407 2.371877  0.490
H -1.120908 1.759678 0.915354  0.398
H 0.033323 0.011090 -3.165859  0.501
N -0.408761 0.782178 1.124543  -0.316
N -0.195737 0.505711 -1.211177  -0.100
N 2.183907 -1.118918 0.769488  -0.273
O -1.324407 -0.680837 1.257599  -0.606
O 0.630020 -0.019781 -2.209500  -0.538

Cartesian forces (eV/Å) of the 2 atoms listed first:
C 3.3 -2.4 1.0
C 2.6 -0.1 2.9

Properties
* M: 101.065 g mol⁻¹
* relative energy (zero: lowest compared OMol25 entry of this formula, charge and spin): 176.96 kcal/mol
* LUMO level: -0.66 eV
* HOMO energy: -10.4 eV



Molecular formula: C5H7NO
Method: DFT, wB97M-V/def2-TZVPD

Each line ends with the natural charge from an NBO analysis.
Geometry (Å):
O 1.329244 0.621107 1.967639  -0.493
C 1.747877 1.425319 1.278475  0.480
C 0.502980 0.984972 -0.801568  -0.302
C 0.141250 -0.441308 -1.061637  -0.077
C -0.206388 -1.293845 0.161376  -0.442
C -1.238205 -0.197638 0.489336  -0.231
N -0.923956 0.575545 -0.763003  -0.377
H 1.263263 1.625022 -0.112090  0.208
H 0.669049 1.532960 -1.712615  0.207
H 0.237697 -0.866176 -2.064498  0.202
H 0.594226 -1.483492 0.878200  0.214
H -0.677111 -2.248808 -0.099918  0.215
H -1.104931 0.368672 1.412025  0.192
H -2.273898 -0.554263 0.445489  0.202

Cartesian forces (eV/Å) of the 2 atoms listed first:
O 0.3 0.6 -0.4
C 1.0 -0.3 2.9

Properties
* M: 97.117 g mol⁻¹
* relative energy (zero: lowest compared OMol25 entry of this formula, charge and spin): 102.24 kcal/mol
* LUMO level: 0.99 eV
* HOMO energy: -9.1 eV